i) {"formula": "C3HO3", "method": "ωB97M-V/def2-TZVPD", "species": ["C", "C", "C", "O", "O", "O", "H"], "xyz": [[-0.352, 0.306, -0.249], [-0.426, 1.402, -0.837], [-1.830, -0.300, -1.259], [-2.840, -0.030, -0.680], [-1.409, -1.039, -2.102], [-0.778, 2.336, -1.455], [0.421, -0.080, 0.365]], "charge": -1, "homo_lumo_gap_ha": 0.296, "smiles": "O=C=CC(=O)[O-]"}

***

ii) {"formula": "C3HO3", "method": "ωB97M-V/def2-TZVPD", "species": ["C", "C", "C", "O", "O", "O", "H"], "xyz": [[-0.103, -0.040, 0.057], [-1.415, 0.348, -0.076], [1.239, -0.078, -0.016], [2.145, -1.234, -0.048], [-2.264, 1.196, -0.032], [-1.258, -1.030, 0.017], [1.657, 0.837, 0.098]], "charge": -1, "homo_lumo_gap_ha": [0.273, 0.273], "smiles": "O=CC1=C([O-])O1"}

***

iii) {"formula": "C3HO3", "method": "ωB97M-V/def2-TZVPD", "species": ["C", "C", "C", "O", "O", "O", "H"], "xyz": [[-1.465, 0.664, 1.198], [-0.513, 0.594, 0.477], [1.184, -0.764, -0.928], [0.318, -1.566, -0.911], [2.289, -0.600, -1.222], [0.576, 0.607, -0.084], [-2.389, 1.064, 1.470]], "charge": -1, "homo_lumo_gap_ha": 0.311, "smiles": "C#COC(=O)[O-]"}

***

i) wins, 0.0059 hartree ahead of the next structure.

***

i) {"formula": "C4H13N4O", "method": "ωB97M-V/def2-TZVPD", "species": ["C", "C", "O", "N", "H", "H", "H", "H", "H", "C", "C", "N", "N", "N", "H", "H", "H", "H", "H", "H", "H", "H"], "xyz": [[-3.410, 0.805, -0.477], [-2.080, 0.309, -0.859], [-1.551, -0.533, -0.094], [-1.461, 0.794, -1.893], [-4.314, 0.203, -0.385], [-3.876, 1.560, -1.123], [-0.546, 0.510, -2.218], [-2.039, 1.245, -2.579], [-3.287, 1.375, 0.416], [1.800, -2.278, 0.387], [1.738, 0.162, 0.838], [2.405, 1.304, 0.668], [2.151, -0.889, 0.100], [0.742, 0.088, 1.687], [3.310, 1.273, 0.330], [2.032, 2.224, 0.788], [2.591, -0.632, -0.787], [-0.033, -0.543, 1.540], [0.515, 0.903, 2.218], [2.089, -2.527, 1.403], [2.484, -2.866, -0.211], [0.742, -2.488, 0.251]], "multiplicity": 2, "s_squared": 0.754, "charge": 2, "homo_lumo_gap_ha": [0.377, 0.191]}

***

ii) {"formula": "C4H13N4O", "method": "ωB97M-V/def2-TZVPD", "species": ["C", "C", "O", "N", "H", "H", "H", "H", "H", "C", "C", "N", "N", "N", "H", "H", "H", "H", "H", "H", "H", "H"], "xyz": [[2.439, -0.416, -2.032], [2.343, -1.462, -0.954], [3.242, -2.337, -0.853], [1.346, -1.468, -0.088], [1.327, -2.212, 0.600], [0.623, -0.769, -0.128], [1.620, -0.591, -2.730], [3.391, -0.512, -2.552], [2.399, 0.569, -1.569], [-2.349, -0.233, -0.620], [-1.608, 1.409, 1.093], [-0.414, 0.787, 1.354], [-2.479, 0.953, 0.216], [-1.900, 2.512, 1.774], [-0.479, -0.202, 1.542], [0.202, 1.261, 2.000], [-3.325, 1.491, 0.099], [-2.796, 2.962, 1.662], [-1.289, 2.886, 2.481], [-3.115, -0.953, -0.334], [-1.400, -0.734, -0.457], [-2.468, 0.009, -1.672]], "multiplicity": 2, "s_squared": 0.755, "charge": 2, "homo_lumo_gap_ha": [0.407, 0.237]}

***

ii) wins, 0.0189 hartree ahead of the next structure.

***

i) {"formula": "C5H8NO", "method": "ωB97M-V/def2-TZVPD", "species": ["C", "C", "C", "C", "C", "N", "O", "H", "H", "H", "H", "H", "H", "H", "H"], "xyz": [[0.000, -0.573, 1.960], [0.076, -1.305, 0.632], [0.534, 0.104, -1.559], [-0.045, -0.133, -0.294], [-1.139, 0.787, -0.003], [1.030, -0.371, 0.770], [0.183, 0.794, -2.585], [-0.737, 0.180, 2.334], [0.688, -0.900, 2.727], [0.180, -2.347, 0.357], [2.395, -0.350, -1.315], [-1.913, 0.299, 0.613], [-1.462, 1.161, -0.950], [-0.848, 1.669, 0.481], [1.058, 0.986, -3.168]], "multiplicity": 3, "s_squared": 2.008, "charge": 1, "homo_lumo_gap_ha": [0.255, 0.258]}

***

ii) {"formula": "C5H8NO", "method": "ωB97M-V/def2-TZVPD", "species": ["C", "C", "C", "C", "C", "N", "O", "H", "H", "H", "H", "H", "H", "H", "H"], "xyz": [[-1.141, -1.068, -0.117], [-1.694, 0.127, -0.365], [0.174, -1.031, 0.659], [-0.958, 1.290, -0.058], [0.994, 0.206, 0.406], [1.577, 0.459, -0.954], [0.163, 1.378, 0.456], [-1.541, -1.980, -0.114], [-2.650, 0.078, -0.805], [-0.097, -0.810, 1.637], [0.711, -1.878, 0.506], [-1.621, 2.096, -0.205], [1.790, 0.461, 1.297], [1.862, -0.375, -1.396], [2.430, 1.046, -0.947]], "multiplicity": 3, "s_squared": 2.006, "charge": 1, "homo_lumo_gap_ha": [0.353, 0.210]}

***

ii) wins, 0.1889 hartree ahead of the next structure.

***

i) {"formula": "CH2N2O", "method": "ωB97M-V/def2-TZVPD", "species": ["C", "N", "N", "O", "H", "H"], "xyz": [[-0.076, -0.350, -0.153], [-1.435, -0.057, 0.051], [-1.037, -0.980, 0.801], [0.941, 0.908, -0.250], [0.301, -0.802, -1.002], [1.307, 1.282, 0.554]], "homo_lumo_gap_ha": 0.388, "smiles": "OC1N=N1"}

***

ii) {"formula": "CH2N2O", "method": "ωB97M-V/def2-TZVPD", "species": ["C", "H", "H", "N", "N", "O"], "xyz": [[-0.775, 0.459, -0.474], [-1.171, -0.625, -0.336], [-0.306, 0.997, 0.364], [1.349, -1.078, 1.298], [2.119, -0.872, 0.531], [-1.216, 1.119, -1.382]], "homo_lumo_gap_ha": 0.401, "smiles": "C=O.N#N"}

***

ii) wins, 0.1303 hartree ahead of the next structure.

***

i) {"formula": "C2H13NO3", "method": "ωB97M-V/def2-TZVPD", "species": ["C", "N", "C", "H", "H", "H", "H", "H", "H", "H", "H", "H", "O", "H", "H", "O", "H", "H", "O"], "xyz": [[0.133, -1.111, 2.479], [-0.018, -0.344, 1.230], [-0.275, 1.148, 1.497], [0.892, -0.623, 3.036], [-0.759, -1.200, 3.157], [0.592, -2.070, 2.066], [-0.918, -0.654, 0.701], [0.339, 1.665, 0.757], [-0.121, 1.359, 2.576], [-1.330, 1.615, 1.314], [0.253, -0.792, -1.120], [1.343, 0.177, -0.577], [0.941, -0.241, -1.437], [1.655, -2.462, -0.960], [1.309, -2.366, 0.414], [1.436, -3.091, -0.232], [-1.337, 3.081, -2.817], [-2.817, 2.831, -3.035], [-2.142, 3.535, -3.078]], "homo_lumo_gap_ha": 0.382, "smiles": "CNC.O.O.O"}

***

ii) {"formula": "C2H13NO3", "method": "ωB97M-V/def2-TZVPD", "species": ["C", "C", "N", "H", "H", "H", "H", "H", "H", "H", "H", "H", "O", "H", "H", "O", "H", "H", "O"], "xyz": [[4.142, -0.676, -0.797], [3.368, -0.795, 0.555], [1.930, -0.349, 0.402], [3.977, 0.274, -1.331], [5.170, -0.934, -0.565], [3.739, -1.472, -1.482], [3.333, -1.893, 0.870], [3.888, -0.271, 1.412], [1.112, -0.562, 1.002], [1.922, 0.586, 0.283], [-3.156, 3.331, 1.870], [-3.867, 2.249, 1.258], [-2.988, 2.665, 1.183], [0.188, -0.413, -0.256], [-1.213, -0.882, -0.751], [-0.717, -0.647, 0.051], [-4.031, -0.029, -0.658], [-4.223, -1.425, -1.381], [-4.472, -0.429, -1.439]], "homo_lumo_gap_ha": 0.370, "smiles": "CCN.O.O.O"}

***

ii) wins, 0.0144 hartree ahead of the next structure.

***

i) {"formula": "C8H15N2O3", "method": "ωB97M-V/def2-TZVPD", "species": ["C", "C", "C", "C", "C", "C", "C", "C", "N", "N", "O", "O", "O", "H", "H", "H", "H", "H", "H", "H", "H", "H", "H", "H", "H", "H", "H", "H"], "xyz": [[-0.225, -0.353, -3.603], [-0.547, -1.681, -2.988], [-0.734, 0.533, -2.714], [-1.284, -1.424, -1.881], [-2.501, 0.028, 0.547], [2.519, 0.057, 2.121], [-1.725, 0.600, -0.568], [1.039, 0.155, 1.734], [-1.306, -0.080, -1.623], [0.726, 1.339, 0.932], [-0.759, 1.891, -2.776], [-1.906, -2.213, -0.975], [0.601, -0.902, 0.877], [0.013, -0.200, -4.616], [-0.163, -2.659, -3.446], [-3.103, -0.747, 0.208], [-1.770, -0.292, 1.173], [-3.057, 0.809, 1.052], [2.963, -1.018, 2.294], [2.607, 0.608, 3.004], [3.158, 0.366, 1.245], [-1.378, 1.669, -0.552], [0.499, 0.102, 2.683], [1.389, 1.511, 0.191], [0.644, 2.182, 1.491], [-0.108, 2.313, -3.330], [-1.743, -3.139, -1.248], [1.360, -1.509, 0.585]], "charge": 1, "homo_lumo_gap_ha": 0.261}

***

ii) {"formula": "C8H15N2O3", "method": "ωB97M-V/def2-TZVPD", "species": ["C", "C", "C", "C", "C", "C", "C", "C", "N", "N", "O", "O", "O", "H", "H", "H", "H", "H", "H", "H", "H", "H", "H", "H", "H", "H", "H", "H"], "xyz": [[2.870, 0.146, 0.624], [2.158, 1.361, 0.041], [2.456, -1.230, 0.098], [0.962, 0.974, -0.832], [1.054, -1.388, -0.351], [-2.462, 0.894, 1.313], [-2.784, -0.590, 1.015], [-1.223, -0.268, -0.474], [-1.536, -0.298, -1.804], [0.238, -0.114, -0.153], [3.831, 0.301, 1.319], [-1.749, 1.250, 0.111], [-1.734, -1.233, 0.339], [1.730, 1.996, 0.832], [2.889, 1.797, -0.547], [3.119, -1.312, -0.745], [2.783, -1.951, 0.879], [0.358, 1.810, -1.149], [1.386, 0.610, -1.782], [0.907, -1.607, -1.362], [0.408, -2.207, 0.178], [-3.384, 1.661, 1.442], [-1.942, 1.129, 2.273], [-3.081, -1.152, 1.833], [-3.630, -0.501, 0.349], [-1.286, 0.463, -2.414], [-2.457, -0.646, -1.883], [0.117, 0.104, 0.848]], "charge": 1, "homo_lumo_gap_ha": 0.396, "smiles": "NC1([NH+]2CCC(=O)CC2)OCCO1"}

***

iii) {"formula": "C8H15N2O3", "method": "ωB97M-V/def2-TZVPD", "species": ["C", "C", "C", "C", "C", "C", "C", "C", "N", "N", "O", "O", "O", "H", "H", "H", "H", "H", "H", "H", "H", "H", "H", "H", "H", "H", "H", "H"], "xyz": [[0.310, -0.493, 0.141], [2.762, -1.273, 0.549], [-1.364, 2.751, 0.565], [-2.436, 1.735, 0.840], [-0.166, 1.900, 0.834], [-1.976, 0.474, 0.206], [-2.348, 0.343, -1.218], [3.822, -2.907, -0.790], [-0.088, -1.700, -0.313], [-0.509, 0.568, 0.346], [1.616, -0.362, 0.516], [3.598, -0.984, 1.361], [2.698, -2.110, -0.451], [-1.567, 3.091, -0.535], [-1.588, 3.597, 1.245], [-2.547, 1.703, 1.927], [-3.439, 2.039, 0.549], [0.783, 2.118, 0.300], [0.100, 1.946, 1.890], [-2.553, -0.421, 0.777], [-1.752, -0.399, -1.837], [-2.091, 1.418, -1.486], [-3.437, 0.199, -1.292], [3.606, -3.894, -0.537], [4.601, -2.455, -0.292], [4.047, -2.819, -1.836], [-0.742, -1.718, -1.069], [0.658, -2.349, -0.391]], "charge": 1, "homo_lumo_gap_ha": 0.405, "smiles": "COC(=O)O/C(N)=[N+]1\\CCC[C@H]1C"}

***

iii) wins, 0.0500 hartree ahead of the next structure.

***

i) {"formula": "CH5N3S", "method": "ωB97M-V/def2-TZVPD", "species": ["C", "H", "H", "H", "H", "H", "N", "N", "N", "S"], "xyz": [[-0.617, 0.853, -0.133], [-1.410, -2.099, -0.147], [-0.140, -1.085, 0.518], [-0.395, 1.850, -0.780], [0.948, 1.280, 1.304], [2.075, 0.147, -1.356], [-1.203, -1.092, 0.249], [-1.596, 0.069, -0.254], [0.504, 0.485, 0.665], [1.834, -0.409, -0.066]], "homo_lumo_gap_ha": 0.330, "smiles": "N/N=C\\NS"}

***

ii) {"formula": "CH5N3S", "method": "ωB97M-V/def2-TZVPD", "species": ["C", "H", "H", "H", "H", "H", "N", "N", "N", "S"], "xyz": [[-0.221, 0.429, 0.369], [-1.616, 2.983, 1.267], [-0.179, 2.730, 0.608], [0.845, 0.609, 0.575], [-1.206, -1.035, -0.545], [1.349, -2.398, -0.193], [-0.769, 2.347, 1.288], [-1.202, 1.070, 0.874], [-0.247, -0.798, -0.264], [1.104, -1.487, -1.076]], "homo_lumo_gap_ha": 0.326, "smiles": "N/N=C/NS"}

***

ii) wins, 0.0631 hartree ahead of the next structure.

***

i) {"formula": "C3H4BrCl", "method": "ωB97M-V/def2-TZVPD", "species": ["C", "C", "C", "Cl", "Br", "H", "H", "H", "H"], "xyz": [[1.012, 1.079, -2.095], [1.577, 1.279, -1.084], [0.986, -1.592, -0.382], [-0.381, -2.060, 0.681], [2.554, -1.007, 0.423], [0.808, -0.839, -0.916], [0.531, 0.608, -3.028], [2.158, 2.001, -0.555], [1.271, -2.329, -1.102]], "homo_lumo_gap_ha": 0.401, "smiles": "ClCBr.C#C"}

***

ii) {"formula": "C3H4BrCl", "method": "ωB97M-V/def2-TZVPD", "species": ["C", "C", "C", "Cl", "Br", "H", "H", "H", "H"], "xyz": [[0.119, -1.328, 0.398], [0.558, -0.140, 0.050], [-0.413, 1.079, -0.312], [-2.118, 0.797, -0.009], [2.403, 0.209, -0.237], [0.860, -1.913, 0.767], [-0.893, -1.788, 0.279], [-0.031, 1.764, 0.469], [-0.484, 1.320, -1.405]], "homo_lumo_gap_ha": 0.386, "smiles": "C=C(Br)CCl"}

***

ii) wins, 0.0891 hartree ahead of the next structure.